No. 1
This record from the Open Molecules 2025 dataset describes a structure of composition C32H40GeIrN4OSeSi. The level of theory is ωB97M-V/def2-TZVPD.

As for the multiplicity: 5. The total energy comes out at -174414.64048 eV. Its total charge is +1. For the HOMO-LUMO gap (spin up / spin down), the calculation gives 0.2882 / 0.2191 hartree. The expectation value of S² is 6.03. The calculation puts the HOMO energy (spin up / spin down) at -9.68 / -10.38 eV.

CARTESIAN COORDINATES (ANGSTROEM)
1 Ir 0.6225 0.3555 0.4288
2 C 0.8272 3.6696 0.4403
3 N 1.2326 2.5508 1.3079
4 C 2.7090 2.5076 1.3917
5 C 0.6853 2.6109 2.6452
6 C 0.9128 3.7055 3.4618
7 C 0.5415 3.6761 4.7966
8 C -0.0195 2.5186 5.3201
9 C -0.2827 1.4343 4.5034
10 C 0.0055 1.4835 3.1344
11 N -0.3097 0.4648 2.2206
12 C -1.3329 -0.4727 2.4861
13 C -2.4503 -0.2026 3.2829
14 C -3.4289 -1.1633 3.4670
15 C -3.3232 -2.4066 2.8596
16 C -2.2537 -2.6592 2.0159
17 C -1.2855 -1.6906 1.7999
18 N -0.2393 -1.8757 0.8190
19 C -0.7628 -2.3962 -0.4543
20 C 0.8527 -2.7245 1.3143
21 H 1.3206 4.6011 0.7341
22 H -0.2494 3.8127 0.5048
23 H 1.1064 3.4306 -0.5857
24 H 3.0916 3.4193 1.8597
25 H 3.1124 2.4110 0.3853
26 H 3.0129 1.6462 1.9844
27 H 1.4134 4.5780 3.0614
28 H 0.7210 4.5337 5.4299
29 H -0.2544 2.4588 6.3741
30 H -0.7017 0.5386 4.9346
31 H -2.5771 0.7743 3.7220
32 H -4.2869 -0.9317 4.0839
33 H -4.0819 -3.1608 3.0152
34 H -2.1887 -3.6065 1.4974
35 H -1.0912 -3.4360 -0.3656
36 H 0.0327 -2.3377 -1.1971
37 H -1.6042 -1.7847 -0.7714
38 H 0.4947 -3.7381 1.5212
39 H 1.2581 -2.2955 2.2303
40 H 1.6363 -2.7602 0.5578
41 O -2.3943 2.4028 1.0741
42 C -1.8955 1.7899 0.2226
43 N -1.3484 1.1517 -0.6611
44 C 4.2740 -2.4898 -1.7495
45 Si 4.2479 -0.8914 -0.8115
46 C 4.4352 -1.1447 1.0156
47 C 5.4750 0.3222 -1.4831
48 Se 2.1895 0.0362 -1.3121
49 H 5.2800 -2.9167 -1.7399
50 H 3.9829 -2.3346 -2.7896
51 H 3.5921 -3.2190 -1.3082
52 H 5.3786 -1.6468 1.2439
53 H 3.6224 -1.7591 1.4062
54 H 4.4296 -0.1900 1.5429
55 H 6.4801 -0.1066 -1.4689
56 H 5.4892 1.2384 -0.8902
57 H 5.2330 0.5867 -2.5135
58 Ge -2.1158 0.9360 -2.4252
59 C -0.6929 0.5220 -3.6223
60 C -0.2751 -0.7757 -3.9188
61 C 0.7712 -0.9941 -4.8013
62 C 1.4227 0.0836 -5.3842
63 C 1.0240 1.3800 -5.0946
64 C -0.0352 1.5967 -4.2244
65 C -3.5434 -0.3165 -2.1500
66 C -3.6522 -1.5535 -2.7838
67 C -4.6939 -2.4168 -2.4734
68 C -5.6382 -2.0544 -1.5236
69 C -5.5529 -0.8195 -0.8961
70 C -4.5154 0.0444 -1.2130
71 H -2.6571 2.3519 -2.6626
72 H -0.7467 -1.6310 -3.4500
73 H 1.0819 -2.0053 -5.0297
74 H 2.2408 -0.0873 -6.0720
75 H 1.5279 2.2206 -5.5526
76 H -0.3485 2.6142 -4.0193
77 H -2.9401 -1.8514 -3.5437
78 H -4.7735 -3.3688 -2.9816
79 H -6.4499 -2.7284 -1.2838
80 H -6.2994 -0.5250 -0.1705
81 H -4.4751 1.0101 -0.7181

Here are the Mulliken charges for atoms 1 to 5, given in e: 2.657, -1.236, 0.686, -1.333, 0.648



No. 2
This record from the Open Molecules 2025 dataset describes a cluster of 2 separate species, C3H6N2O in total in a non-equilibrium geometry. The level of theory is ωB97M-V/def2-TZVPD.

The total energy comes out at -8234.74563 eV. For the HOMO-LUMO gap, the calculation gives 0.3526 hartree. The calculation puts the HOMO energy at -9.07 eV.

CARTESIAN COORDINATES (ANGSTROEM)
1 C 1.3341 -0.5472 1.6395
2 C 1.9858 -0.8976 0.4520
3 N 1.1550 -0.3723 -0.5671
4 C 0.0000 0.0000 0.0000
5 N -0.0048 -0.1497 1.3302
6 H 1.5767 -0.8264 2.6648
7 H 2.9322 -1.4108 0.2814
8 H 1.3533 -0.4805 -1.5649
9 H -0.8521 0.3577 -0.5781
10 O 1.9558 -3.4567 -0.0593
11 H 2.5595 -2.6820 0.0004
12 H 1.3140 -3.2171 -0.7657

Here are the Mulliken charges for atoms 1 to 5, given in e: -0.325, -0.454, -0.090, -0.089, -0.533



No. 3
This record from the Open Molecules 2025 dataset describes a structure of composition C27H27CrN6O12S3. The level of theory is ωB97M-V/def2-TZVPD.

As for the multiplicity: 4. The total energy comes out at -122875.46586 eV. For the HOMO-LUMO gap (spin up / spin down), the calculation gives 0.2619 / 0.2547 hartree. The expectation value of S² is 3.77. The calculation puts the HOMO energy (spin up / spin down) at -8.49 / -8.47 eV.

CARTESIAN COORDINATES (ANGSTROEM)
1 Cr 0.1911 0.3613 0.1314
2 O 3.2874 0.5143 -3.0202
3 C 2.8997 -0.6197 -3.6172
4 C 3.5918 -0.9653 -4.7828
5 C 3.2891 -2.1215 -5.4655
6 C 2.2864 -2.9795 -5.0088
7 C 1.5953 -2.6501 -3.8673
8 C 1.8737 -1.4707 -3.1596
9 C 1.0897 -1.1466 -1.9728
10 O 1.2461 0.0233 -1.4456
11 N 0.2244 -2.0390 -1.4945
12 N -0.3676 -1.5066 -0.4101
13 C -1.2028 -2.1369 0.3278
14 C -1.7061 -1.3877 1.4829
15 C -2.5692 -1.9241 2.4245
16 C -2.9643 -1.1364 3.4948
17 C -2.4897 0.1607 3.6024
18 C -1.6324 0.6341 2.6233
19 N -1.2641 -0.1153 1.5895
20 H 2.8398 0.6276 -2.1612
21 H 4.3792 -0.3017 -5.1131
22 H 3.8443 -2.3685 -6.3614
23 H 2.0578 -3.8912 -5.5422
24 H 0.8148 -3.2938 -3.4878
25 H -1.4967 -3.1617 0.1304
26 H -2.9131 -2.9435 2.3209
27 H -3.6341 -1.5372 4.2435
28 H -2.7689 0.7982 4.4280
29 H -1.2169 1.6338 2.6528
30 O 2.5506 2.5170 -0.7397
31 S 1.9727 2.8745 0.5356
32 O 1.7251 4.2629 0.7929
33 O 0.6785 2.1172 0.7517
34 C 3.1744 2.3256 1.7628
35 C 3.8406 3.3870 2.3623
36 C 4.9183 3.1781 3.2094
37 C 5.3430 1.8883 3.4697
38 C 4.6714 0.8181 2.8976
39 C 3.5929 1.0107 2.0452
40 S 2.9218 -0.5483 1.4267
41 O 3.4473 -0.7509 0.1057
42 O 3.2244 -1.5269 2.4305
43 O 1.4211 -0.3360 1.4141
44 H 3.5039 4.3907 2.1497
45 H 5.4173 4.0280 3.6551
46 H 6.1837 1.7022 4.1243
47 H 4.9698 -0.1945 3.1253
48 C -0.4086 4.1975 -8.0441
49 C -0.6532 3.3287 -6.8168
50 S -2.3623 2.8216 -6.7831
51 O -2.5815 1.9133 -7.8739
52 O -3.1826 3.9964 -6.6321
53 C -2.5025 1.8858 -5.2687
54 C -2.6079 2.8001 -4.0548
55 N -2.4163 2.0430 -2.8154
56 C -1.2225 1.8977 -2.2054
57 N -1.3417 1.1136 -1.1286
58 C -2.6562 0.7598 -1.0394
59 C -3.3278 1.3263 -2.0709
60 N -4.7160 1.1710 -2.3782
61 O -5.3891 0.5898 -1.5542
62 O -5.1186 1.6067 -3.4424
63 C 0.0054 2.5653 -2.6983
64 H 0.6345 4.5084 -8.0676
65 H -1.0363 5.0861 -8.0169
66 H -0.6249 3.6433 -8.9555
67 H -0.4541 3.8718 -5.8922
68 H -0.0584 2.4150 -6.8352
69 H -1.6462 1.2116 -5.2164
70 H -3.4080 1.2903 -5.3902
71 H -3.5753 3.2878 -4.0358
72 H -1.8423 3.5719 -4.0669
73 H -3.0532 0.1243 -0.2683
74 H 0.2491 2.2398 -3.7119
75 H 0.8526 2.3511 -2.0580
76 H -0.1320 3.6488 -2.7060

Here are the Mulliken charges for atoms 1 to 5, given in e: 0.092, -0.702, 0.490, -0.791, -0.345



No. 4
This record from the Open Molecules 2025 dataset describes the ion C6H14N3O with charge +1 in a non-equilibrium geometry. The level of theory is ωB97M-V/def2-TZVPD.

The total energy comes out at -12956.86068 eV. Its total charge is +1. For the HOMO-LUMO gap, the calculation gives 0.3695 hartree. The calculation puts the HOMO energy at -13.61 eV.

CARTESIAN COORDINATES (ANGSTROEM)
1 H -2.4376 -0.9706 2.3702
2 N -1.9128 -0.3590 1.7496
3 C -1.7496 -0.2397 0.5295
4 N -2.8754 -1.0007 -0.5670
5 N -0.7604 0.0690 -0.3055
6 C 0.7539 0.5404 -0.1043
7 O 0.9289 1.6989 -0.7165
8 C 0.2595 2.8537 -0.1580
9 C 1.6326 -0.5262 -0.6213
10 C 2.8267 -0.8179 0.2742
11 C 1.6410 -1.6806 0.2540
12 H -3.7410 -0.8084 -0.1190
13 H -2.6454 -2.0240 -0.6371
14 H -2.7591 -0.4582 -1.4135
15 H -0.8151 -0.0104 -1.3675
16 H 0.8041 0.5325 0.9804
17 H -0.5111 3.1738 -0.8951
18 H 0.8578 3.7433 0.1084
19 H -0.3503 2.5544 0.6348
20 H 1.5794 -0.6964 -1.6083
21 H 2.9211 -0.1096 1.0864
22 H 3.7987 -1.1450 -0.3029
23 H 1.6548 -2.7576 -0.1844
24 H 0.8994 -1.5616 1.0128

Here are the Mulliken charges for atoms 1 to 5, given in e: 0.268, -0.538, 0.621, -0.479, -0.135